{"formula": "C8H11CsF6N2O6S2", "method": "ωB97M-V/def2-TZVPD", "symbols": ["Cs", "C", "C", "N", "C", "C", "N", "C", "C", "H", "H", "H", "H", "H", "H", "H", "H", "H", "H", "H", "C", "F", "F", "F", "S", "O", "O", "O", "C", "F", "F", "F", "S", "O", "O", "O"], "xyz": [[24.890, -3.714, -7.765], [27.094, 1.932, -3.955], [27.260, 0.995, -5.110], [25.984, 0.735, -5.792], [24.765, 0.543, -5.214], [23.886, 0.295, -6.217], [24.592, 0.340, -7.386], [25.845, 0.625, -7.099], [24.092, 0.037, -8.730], [26.716, 2.902, -4.265], [28.034, 2.039, -3.416], [26.425, 1.490, -3.213], [27.643, 0.033, -4.766], [27.961, 1.378, -5.849], [24.598, 0.637, -4.161], [22.825, 0.097, -6.161], [26.655, 0.670, -7.805], [24.235, -1.029, -8.912], [24.763, 0.553, -9.420], [23.080, 0.349, -8.949], [20.071, -3.128, -7.996], [19.631, -4.335, -7.655], [20.830, -3.260, -9.113], [19.027, -2.360, -8.310], [21.078, -2.386, -6.669], [20.314, -2.564, -5.480], [22.309, -3.165, -6.766], [21.218, -1.013, -7.120], [25.267, -2.682, -3.473], [24.676, -2.852, -2.295], [24.315, -2.389, -4.376], [26.070, -1.585, -3.381], [26.200, -4.182, -3.987], [26.543, -3.866, -5.376], [27.305, -4.262, -3.086], [25.219, -5.219, -3.885]], "gap_ev": 8.2230}

***

{"formula": "C6H9NO2", "method": "ωB97M-V/def2-TZVPD", "symbols": ["C", "C", "C", "C", "C", "C", "N", "O", "O", "H", "H", "H", "H", "H", "H", "H", "H", "H"], "xyz": [[0.986, -0.273, 0.574], [-1.577, -0.649, -0.289], [1.730, 0.603, 0.024], [0.364, -1.477, 1.036], [-0.580, -1.787, -0.173], [1.253, 1.867, -0.489], [-1.404, 0.299, 0.667], [-2.344, -0.564, -1.217], [-1.874, 1.591, 0.408], [2.792, 0.560, -0.171], [1.122, -2.288, 1.243], [-0.203, -1.223, 1.998], [-1.174, -2.814, -0.008], [-0.101, -1.729, -1.082], [0.313, 2.100, -0.065], [1.130, 1.632, -1.622], [1.858, 2.603, -0.254], [-2.292, 1.549, -0.580]], "gap_ev": [6.8767, 7.9378]}

***

{"formula": "C4F16N2O20S8Y", "method": "ωB97M-V/def2-TZVPD", "symbols": ["Y", "N", "S", "O", "O", "F", "S", "O", "O", "F", "N", "S", "O", "O", "F", "S", "O", "O", "F", "C", "F", "F", "F", "S", "O", "O", "O", "C", "F", "F", "F", "S", "O", "O", "O", "C", "F", "F", "F", "S", "O", "O", "O", "C", "F", "F", "F", "S", "O", "O", "O"], "xyz": [[0.359, -0.074, 0.466], [2.416, -0.923, 0.802], [3.331, -2.089, 0.078], [3.286, -3.352, 0.709], [4.465, -1.614, -0.609], [2.323, -2.352, -1.118], [3.459, -0.642, 2.075], [4.497, 0.279, 1.829], [3.779, -1.743, 2.914], [2.415, 0.153, 2.950], [-0.443, -0.528, 2.536], [-1.565, 0.513, 3.244], [-1.265, 0.985, 4.529], [-2.901, 0.275, 2.858], [-1.117, 1.732, 2.357], [-0.447, -1.709, 3.598], [-1.632, -2.496, 3.660], [0.262, -1.491, 4.806], [0.472, -2.697, 2.771], [0.400, 4.527, 0.607], [-0.658, 4.227, 1.376], [0.037, 4.389, -0.668], [0.728, 5.813, 0.862], [1.815, 3.433, 0.998], [2.072, 3.676, 2.386], [1.247, 2.092, 0.778], [2.832, 3.822, 0.074], [-3.723, 0.727, -1.306], [-4.512, 0.385, -0.279], [-3.104, -0.363, -1.777], [-4.516, 1.205, -2.292], [-2.449, 1.986, -0.828], [-2.075, 2.573, -2.080], [-3.150, 2.859, 0.067], [-1.405, 1.162, -0.216], [0.068, 0.155, -4.320], [-1.159, 0.430, -3.914], [0.110, -1.116, -4.747], [0.352, 0.948, -5.365], [1.321, 0.443, -2.992], [2.493, -0.311, -3.324], [1.497, 1.865, -2.961], [0.669, -0.044, -1.751], [-1.205, -3.611, -1.921], [-1.909, -2.833, -2.758], [-1.591, -4.872, -2.154], [0.073, -3.481, -2.233], [-1.485, -3.155, -0.172], [-0.580, -4.062, 0.470], [-1.023, -1.755, -0.138], [-2.866, -3.342, 0.120]], "gap_ev": 9.3568, "charge": -3}

***

{"formula": "C4H4BrPS", "method": "ωB97M-V/def2-TZVPD", "symbols": ["Br", "P", "C", "C", "C", "C", "S", "H", "H", "H", "H"], "xyz": [[3.370, 0.307, 0.591], [2.266, -0.433, -1.114], [0.357, -0.370, -0.348], [-0.411, 0.698, -0.717], [-1.516, 0.726, 0.145], [-1.652, -0.387, 0.912], [-0.300, -1.437, 0.801], [2.495, -1.730, -0.944], [-0.152, 1.666, -1.110], [-1.954, 1.701, 0.211], [-2.503, -0.741, 1.574]], "smiles": "BrPc1cccs1", "gap_ev": 9.4925}

***

{"formula": "C9H16Br2O6", "method": "ωB97M-V/def2-TZVPD", "symbols": ["C", "C", "C", "O", "C", "O", "O", "H", "H", "H", "H", "H", "H", "C", "O", "C", "O", "O", "C", "H", "H", "H", "H", "H", "H", "Br", "C", "C", "Br", "H", "H", "H", "H"], "xyz": [[-0.272, 1.874, -1.037], [0.462, 0.578, -1.324], [0.379, 0.044, -2.778], [1.731, -0.358, -3.041], [2.555, 0.098, -2.110], [3.740, 0.025, -2.072], [1.863, 0.768, -1.150], [-1.293, 1.883, -1.431], [0.149, 2.782, -1.469], [-0.364, 1.955, 0.045], [0.045, -0.209, -0.692], [0.099, 0.808, -3.500], [-0.211, -0.867, -2.822], [-1.194, -4.938, -1.128], [-1.206, -3.548, -0.835], [-2.023, -3.039, 0.064], [-2.625, -3.655, 0.908], [-2.033, -1.715, -0.085], [-2.760, -0.955, 0.897], [-1.091, -5.038, -2.206], [-2.154, -5.362, -0.833], [-0.362, -5.443, -0.644], [-2.404, 0.063, 0.782], [-2.461, -1.299, 1.887], [-3.821, -1.128, 0.745], [1.084, 1.243, 2.561], [2.169, 2.707, 3.291], [1.649, 4.012, 2.711], [2.848, 5.444, 3.227], [3.211, 2.541, 3.047], [1.980, 2.676, 4.361], [0.618, 4.186, 2.999], [1.690, 3.869, 1.631]], "smiles": "C[C@H]1COC(=O)O1.COC(=O)OC.BrCCBr", "gap_ev": 10.9318}

***

{"formula": "C52H101BBrN6O6PS", "method": "ωB97M-V/def2-TZVPD", "symbols": ["C", "C", "C", "C", "C", "C", "C", "C", "C", "C", "B", "C", "C", "C", "C", "S", "C", "N", "N", "C", "O", "P", "O", "Br", "H", "H", "H", "H", "H", "H", "H", "H", "H", "H", "H", "H", "H", "H", "H", "H", "H", "H", "H", "H", "H", "H", "H", "H", "H", "H", "H", "H", "H", "C", "C", "C", "C", "C", "C", "N", "O", "C", "C", "C", "H", "H", "H", "H", "H", "H", "H", "H", "H", "H", "H", "H", "H", "H", "H", "H", "H", "H", "C", "C", "C", "C", "C", "C", "N", "O", "C", "C", "C", "H", "H", "H", "H", "H", "H", "H", "H", "H", "H", "H", "H", "H", "H", "H", "H", "H", "H", "C", "C", "C", "C", "C", "C", "N", "O", "C", "C", "C", "H", "H", "H", "H", "H", "H", "H", "H", "H", "H", "H", "H", "H", "H", "H", "H", "H", "H", "C", "C", "C", "C", "C", "C", "N", "O", "C", "C", "C", "H", "H", "H", "H", "H", "H", "H", "H", "H", "H", "H", "H", "H", "H", "H", "H", "H", "H"], "xyz": [[1.055, 11.402, 5.264], [-0.378, 11.784, 4.998], [-0.553, 13.141, 4.364], [-1.459, 11.068, 5.332], [-1.629, 9.581, 5.534], [-0.563, 8.654, 4.938], [0.260, 7.913, 5.998], [-0.606, 6.912, 6.767], [1.463, 7.157, 5.386], [2.833, 7.723, 5.846], [4.014, 7.342, 4.904], [5.063, 8.357, 4.315], [4.523, 9.694, 3.781], [3.906, 9.490, 2.384], [2.380, 9.359, 2.479], [1.624, 8.137, 1.367], [2.834, 7.930, 0.165], [3.436, 6.854, -0.193], [4.321, 7.199, -1.166], [4.228, 8.464, -1.330], [3.293, 9.009, -0.525], [4.172, 5.408, 4.527], [3.504, 5.272, 3.036], [6.393, 5.227, 4.136], [1.302, 10.373, 5.042], [1.710, 12.019, 4.648], [1.299, 11.649, 6.293], [-1.599, 13.429, 4.390], [-0.024, 13.899, 4.946], [-0.175, 13.132, 3.347], [-2.374, 11.635, 5.465], [-2.575, 9.345, 5.049], [-1.790, 9.386, 6.594], [-1.075, 7.870, 4.379], [0.078, 9.182, 4.244], [0.657, 8.643, 6.705], [-0.041, 6.520, 7.608], [-0.823, 6.077, 6.102], [-1.551, 7.330, 7.096], [1.430, 6.135, 5.754], [1.395, 7.090, 4.301], [3.049, 7.312, 6.835], [2.781, 8.807, 5.948], [5.668, 7.862, 3.559], [5.742, 8.570, 5.150], [3.803, 10.134, 4.464], [5.369, 10.369, 3.675], [4.136, 10.349, 1.764], [4.353, 8.594, 1.965], [1.917, 10.326, 2.310], [2.129, 9.068, 3.493], [4.767, 9.095, -2.007], [3.491, 6.096, 2.534], [2.492, 1.508, -4.571], [1.346, 1.712, -3.546], [0.429, 2.851, -3.996], [1.044, 4.238, -3.826], [1.536, 4.435, -2.393], [2.489, 3.333, -1.932], [1.902, 1.979, -2.184], [1.031, 1.686, -1.276], [3.839, 3.494, -2.653], [2.793, 3.504, -0.453], [0.547, 0.417, -3.527], [2.643, 2.375, -5.214], [3.435, 1.286, -4.075], [2.280, 0.661, -5.222], [-0.501, 2.809, -3.419], [0.154, 2.687, -5.041], [1.860, 4.388, -4.537], [0.295, 4.997, -4.060], [2.040, 5.398, -2.297], [0.672, 4.467, -1.722], [4.506, 2.666, -2.411], [4.316, 4.416, -2.321], [3.753, 3.557, -3.736], [1.892, 3.526, 0.157], [3.313, 4.445, -0.295], [3.429, 2.698, -0.083], [1.154, -0.414, -3.163], [0.219, 0.183, -4.540], [-0.343, 0.489, -2.905], [-1.503, -2.860, -3.208], [-0.297, -3.830, -3.125], [0.699, -3.542, -4.252], [0.222, -4.001, -5.628], [-0.185, -5.472, -5.589], [-1.213, -5.776, -4.500], [-0.765, -5.251, -3.173], [0.115, -6.041, -2.654], [-2.574, -5.179, -4.895], [-1.425, -7.280, -4.410], [0.390, -3.555, -1.794], [-1.606, -2.398, -4.190], [-2.440, -3.363, -2.972], [-1.405, -2.049, -2.488], [1.646, -4.044, -4.027], [0.909, -2.472, -4.267], [-0.609, -3.381, -5.975], [1.026, -3.865, -6.354], [-0.594, -5.773, -6.556], [0.708, -6.083, -5.424], [-3.302, -5.302, -4.091], [-2.963, -5.698, -5.772], [-2.531, -4.124, -5.154], [-0.493, -7.817, -4.243], [-1.852, -7.637, -5.346], [-2.113, -7.529, -3.602], [-0.267, -3.793, -0.955], [0.643, -2.496, -1.740], [1.312, -4.122, -1.682], [-6.502, -8.729, -1.746], [-5.954, -7.296, -1.524], [-6.331, -6.794, -0.129], [-7.805, -6.425, 0.015], [-8.219, -5.439, -1.076], [-7.893, -5.935, -2.484], [-6.465, -6.369, -2.583], [-5.692, -5.340, -2.695], [-8.846, -7.086, -2.855], [-8.164, -4.829, -3.494], [-4.437, -7.392, -1.617], [-7.304, -8.987, -1.055], [-6.873, -8.862, -2.761], [-5.713, -9.467, -1.610], [-5.727, -5.912, 0.108], [-6.063, -7.560, 0.602], [-8.433, -7.319, -0.017], [-7.972, -5.973, 0.994], [-9.289, -5.235, -1.011], [-7.709, -4.486, -0.903], [-8.572, -7.518, -3.819], [-9.862, -6.702, -2.938], [-8.873, -7.886, -2.119], [-7.621, -3.917, -3.257], [-9.228, -4.594, -3.489], [-7.887, -5.142, -4.501], [-4.126, -7.703, -2.616], [-4.087, -8.136, -0.903], [-3.945, -6.450, -1.382], [2.954, -8.084, 3.463], [3.607, -8.196, 2.062], [4.086, -6.821, 1.591], [2.952, -5.889, 1.167], [2.059, -6.566, 0.129], [1.533, -7.921, 0.594], [2.647, -8.793, 1.083], [3.280, -9.318, 0.086], [0.479, -7.706, 1.695], [0.792, -8.602, -0.546], [4.815, -9.110, 2.218], [2.652, -7.066, 3.709], [2.078, -8.726, 3.548], [3.647, -8.407, 4.238], [4.765, -6.951, 0.742], [4.672, -6.361, 2.390], [2.366, -5.575, 2.035], [3.374, -4.976, 0.741], [1.214, -5.922, -0.115], [2.625, -6.692, -0.799], [0.152, -8.662, 2.109], [-0.392, -7.212, 1.267], [0.822, -7.080, 2.515], [1.405, -8.704, -1.438], [-0.077, -8.007, -0.820], [0.448, -9.596, -0.251], [4.512, -10.117, 2.507], [5.461, -8.707, 2.998], [5.401, -9.178, 1.304]], "gap_ev": [7.6473, 8.2096], "s_squared": 6.02, "spin_multiplicity": 5}

***

{"formula": "C2H3MgO3", "method": "ωB97M-V/def2-TZVPD", "symbols": ["H", "O", "C", "C", "O", "O", "Mg", "H", "H"], "xyz": [[3.607, 0.730, 0.036], [0.519, -1.241, -0.017], [-0.681, -1.102, 0.059], [-1.362, 0.234, 0.021], [-0.800, 1.348, -0.034], [0.523, 1.527, 0.011], [2.012, 0.170, -0.199], [-1.366, -1.962, 0.123], [-2.453, 0.296, -0.001]], "gap_ev": 5.6273, "charge": 1}

***

{"formula": "C2H10N", "method": "ωB97M-V/def2-TZVPD", "symbols": ["N", "H", "H", "H", "H", "C", "C", "H", "H", "H", "H", "H", "H"], "xyz": [[-0.595, -0.441, -2.182], [-1.574, -0.533, -2.058], [-0.306, 0.033, -2.990], [-0.280, -1.334, -2.163], [-0.127, 0.148, -1.402], [0.445, -0.418, 1.642], [0.291, 0.915, 1.098], [-0.038, -1.242, 1.041], [1.523, -0.681, 1.780], [-0.002, -0.474, 2.632], [0.484, 0.862, 0.033], [0.896, 1.778, 1.398], [-0.718, 1.386, 1.170]], "gap_ev": 10.9875, "charge": 1}

***

{"formula": "C39H48FIN8O4PS3W", "method": "ωB97M-V/def2-TZVPD", "symbols": ["W", "C", "C", "C", "C", "C", "C", "C", "C", "C", "S", "C", "N", "H", "H", "H", "H", "H", "H", "H", "H", "S", "C", "N", "C", "C", "C", "C", "C", "C", "S", "H", "H", "H", "H", "F", "C", "C", "N", "C", "C", "O", "O", "C", "O", "N", "C", "O", "H", "H", "H", "H", "N", "P", "N", "C", "C", "C", "C", "C", "N", "C", "C", "C", "C", "C", "N", "C", "C", "C", "C", "C", "H", "H", "H", "H", "H", "H", "H", "H", "H", "H", "H", "H", "H", "H", "H", "H", "H", "H", "H", "H", "H", "H", "H", "H", "H", "H", "H", "H", "H", "H", "I", "C", "H", "H"], "xyz": [[0.506, 0.415, -0.483], [1.018, 1.241, -4.096], [1.559, 2.320, -3.217], [1.867, 3.565, -3.829], [2.409, 4.564, -3.097], [2.689, 4.348, -1.728], [3.309, 5.341, -0.939], [3.593, 5.074, 0.372], [3.265, 3.832, 0.930], [2.637, 2.842, 0.199], [2.286, 1.277, 0.879], [2.343, 3.097, -1.174], [1.754, 2.102, -1.932], [1.237, 1.470, -5.139], [-0.061, 1.148, -3.963], [1.458, 0.283, -3.831], [1.656, 3.680, -4.883], [2.649, 5.525, -3.538], [3.551, 6.295, -1.392], [4.070, 5.822, 0.995], [3.500, 3.635, 1.969], [0.834, -2.584, -0.016], [2.129, -2.111, -0.979], [2.376, -0.858, -1.310], [3.581, -0.738, -2.012], [4.268, 0.429, -2.352], [5.463, 0.346, -3.047], [6.020, -0.881, -3.398], [5.394, -2.051, -3.009], [4.200, -1.965, -2.310], [3.283, -3.267, -1.622], [3.902, 1.390, -2.045], [5.976, 1.265, -3.307], [6.946, -0.920, -3.956], [5.826, -3.016, -3.243], [3.109, -2.778, -5.149], [1.838, -2.365, -5.268], [0.942, -2.577, -4.298], [-0.376, -2.200, -4.428], [-1.294, -2.379, -3.311], [-1.232, -1.300, -2.224], [-2.124, -1.295, -1.395], [-0.190, -0.548, -2.272], [-0.819, -1.506, -5.528], [-1.962, -1.127, -5.682], [0.142, -1.309, -6.508], [1.482, -1.670, -6.493], [2.223, -1.407, -7.418], [1.210, -3.072, -3.374], [-1.059, -3.320, -2.811], [-2.303, -2.441, -3.706], [-0.179, -0.804, -7.321], [-0.600, 0.156, 0.929], [-1.554, -0.245, 2.099], [-2.112, 1.162, 2.795], [-3.202, 1.122, 3.779], [-2.727, 1.614, 5.139], [-2.326, 3.094, 5.048], [-1.755, 3.419, 3.656], [-1.089, 2.195, 3.053], [-2.921, -1.082, 1.738], [-2.802, -2.514, 1.400], [-4.117, -3.214, 1.729], [-5.319, -2.350, 1.297], [-4.884, -1.322, 0.258], [-3.892, -0.346, 0.881], [-0.725, -1.199, 3.171], [-1.349, -1.856, 4.312], [-0.842, -3.296, 4.444], [0.658, -3.393, 4.104], [1.326, -2.033, 4.256], [0.745, -1.049, 3.247], [-3.596, 0.107, 3.833], [-4.027, 1.758, 3.434], [-1.873, 1.005, 5.449], [-3.508, 1.465, 5.888], [-1.589, 3.323, 5.821], [-3.194, 3.726, 5.248], [-1.034, 4.236, 3.710], [-2.549, 3.746, 2.980], [-0.319, 1.830, 3.747], [-0.572, 2.424, 2.125], [-1.978, -2.944, 1.962], [-2.548, -2.621, 0.345], [-4.171, -3.426, 2.801], [-4.129, -4.178, 1.214], [-5.719, -1.816, 2.165], [-6.130, -2.977, 0.920], [-5.732, -0.749, -0.122], [-4.422, -1.810, -0.601], [-4.433, 0.360, 1.518], [-3.376, 0.214, 0.099], [-2.432, -1.845, 4.185], [-1.138, -1.298, 5.234], [-1.412, -3.943, 3.774], [-1.042, -3.649, 5.460], [0.786, -3.728, 3.072], [1.144, -4.133, 4.743], [2.401, -2.097, 4.081], [1.198, -1.667, 5.281], [1.152, -1.264, 2.258], [1.034, -0.025, 3.502], [-2.406, 2.313, -2.091], [-0.593, 2.264, -0.717], [-1.099, 2.587, 0.187], [-0.105, 3.128, -1.150]], "gap_ev": 5.7617, "charge": -1}

***

{"formula": "C4H14O2S2", "method": "ωB97M-V/def2-TZVPD", "symbols": ["C", "C", "C", "S", "S", "C", "H", "H", "H", "H", "H", "H", "H", "H", "H", "H", "O", "H", "H", "O", "H", "H"], "xyz": [[0.025, -0.368, 0.853], [1.382, -0.104, 1.523], [1.329, -0.331, 3.038], [1.796, -2.026, 3.572], [0.913, -3.361, 2.383], [1.902, -3.864, 0.956], [-0.697, 0.324, 1.273], [0.141, -0.222, -0.214], [-0.401, -1.354, 1.007], [2.207, -0.673, 1.101], [1.504, 0.960, 1.347], [2.141, 0.252, 3.471], [0.384, -0.042, 3.487], [1.859, -4.933, 0.722], [1.431, -3.352, 0.132], [2.969, -3.761, 1.126], [-2.273, 4.891, -4.880], [-2.641, 5.544, -4.275], [-1.349, 4.801, -4.624], [-4.487, 2.408, -3.829], [-4.496, 3.246, -4.295], [-3.640, 1.964, -3.873]], "smiles": "CCCSSC.O.O", "gap_ev": 9.3105}